No. 1
Here is C39H50AsO2PSSi2V as an isolated structure at a distorted geometry from the Open Molecules 2025 dataset. Energies are from ωB97M-V/def2-TZVPD.

XYZ file:
```
97
Properties=species:S:1:pos:R:3:forces:R:3
V 0.09954 0.04930 0.10793 -1.0 0.3 -1.8
C 6.58824 0.68916 -2.06270 -0.1 0.0 0.0
C 6.52590 -0.12141 -0.93415 0.0 0.0 0.0
C 5.32460 -0.30145 -0.26440 0.1 0.0 0.0
C 4.16801 0.34881 -0.69594 -0.3 0.5 -0.1
C 4.23538 1.13098 -1.84587 -0.1 0.0 0.0
C 5.43402 1.29896 -2.52889 0.0 0.0 0.0
P 2.52617 0.05864 0.13034 1.0 -1.1 0.0
C 2.69125 -1.77497 -0.17139 0.1 0.0 0.0
C 3.12910 -2.68385 0.78536 0.0 0.0 0.1
C 3.60087 -3.93630 0.40160 -0.1 0.0 0.0
C 3.62890 -4.28869 -0.93801 -0.1 -0.1 -0.1
C 3.12435 -3.41414 -1.89660 0.0 0.0 0.1
C 2.64705 -2.17149 -1.51246 0.1 0.0 0.1
C 2.83419 0.15751 1.92709 -0.1 0.1 0.0
C 3.98224 0.55114 2.55827 0.1 0.0 0.0
C 4.09721 0.42246 3.96205 0.1 0.0 0.0
C 3.07459 -0.10710 4.69789 0.0 0.0 0.0
C 1.84545 -0.45738 4.08372 0.0 0.1 -0.1
C 0.73790 -0.93976 4.82688 0.1 0.0 0.1
C -0.44677 -1.18107 4.19175 -0.1 0.0 -0.1
C -0.58953 -0.92619 2.80686 0.3 0.0 0.1
C 0.44962 -0.46344 2.00919 0.2 -0.9 1.3
C 1.70478 -0.28176 2.68289 -0.1 0.2 0.1
H 7.53052 0.84046 -2.57535 0.0 0.0 0.0
H 7.41653 -0.62752 -0.57971 0.0 0.0 0.0
H 5.28827 -0.97970 0.57754 0.0 0.0 0.1
H 3.33799 1.61394 -2.21659 0.1 0.0 0.0
H 5.46115 1.91211 -3.42178 0.0 0.0 0.0
H 3.14129 -2.39592 1.83288 0.0 0.0 -0.1
H 3.96486 -4.63004 1.15228 0.0 0.1 0.0
H 4.02966 -5.25062 -1.24018 0.0 0.1 0.0
H 3.11729 -3.69872 -2.94248 0.0 0.0 0.0
H 2.29063 -1.47375 -2.26137 0.0 0.0 0.0
H 4.81220 0.95907 1.99718 0.1 -0.1 0.0
H 5.01901 0.72333 4.44944 -0.1 0.0 -0.1
H 3.18190 -0.24087 5.77088 0.0 0.0 -0.1
H 0.84003 -1.08769 5.89846 0.0 0.0 -0.1
H -1.30004 -1.53459 4.76421 0.0 0.0 0.0
H -1.57468 -1.06821 2.37237 -0.1 0.0 0.0
C 2.77485 3.66529 -0.14884 0.0 -0.2 -0.1
Si 1.18816 3.94995 0.81163 0.1 0.1 -0.2
C 1.70934 3.93053 2.61652 -0.1 -0.1 0.2
C 0.70978 5.68624 0.26846 -0.2 0.2 0.0
As -0.49402 2.43020 0.22365 0.0 1.3 0.4
Si -1.76508 3.05982 2.08614 -0.2 0.2 0.0
C -1.73803 4.92045 2.39406 0.2 0.2 0.0
C -3.59914 2.75499 1.75490 -0.1 -0.1 0.0
C -1.27186 2.25115 3.71223 0.2 -0.2 0.0
H 3.43884 4.53604 -0.07593 -0.1 -0.1 0.0
H 2.54473 3.49560 -1.20657 0.1 0.0 0.1
H 3.32851 2.80712 0.23362 0.1 0.0 -0.1
H 2.57625 4.58817 2.76082 -0.1 -0.1 0.0
H 2.00043 2.90990 2.89788 0.0 0.1 0.0
H 0.91659 4.25061 3.30131 0.2 -0.1 -0.1
H 1.42289 6.42799 0.65407 -0.1 -0.1 -0.1
H -0.29452 5.97964 0.58105 0.3 0.0 -0.1
H 0.74077 5.71672 -0.82682 0.0 0.0 0.1
H -1.97864 5.47019 1.47833 -0.1 -0.1 0.2
H -0.76960 5.28064 2.76057 -0.3 0.0 -0.1
H -2.49873 5.16265 3.14808 0.1 -0.1 -0.1
H -4.03726 3.64578 1.29077 0.0 -0.1 0.1
H -4.15213 2.53736 2.67806 0.1 0.1 -0.1
H -3.73513 1.92736 1.06131 0.0 0.1 0.2
H -1.34838 2.97063 4.53586 0.0 -0.1 -0.1
H -0.24027 1.88367 3.66257 -0.1 0.1 0.1
H -1.90684 1.38860 3.94479 0.1 0.1 0.0
C -5.01333 -0.41492 -0.10279 0.0 0.1 0.0
C -4.57341 0.67818 -1.08500 0.0 0.0 0.0
C -3.09297 0.39454 -1.27184 -0.2 -0.1 0.3
O -2.64876 -0.16644 -0.00797 0.1 0.1 -0.3
C -3.77252 -0.64592 0.75593 0.1 0.1 -0.2
H -5.29390 -1.32273 -0.63942 0.0 0.0 0.0
H -5.86202 -0.11457 0.51002 0.0 0.0 0.0
H -4.71546 1.66592 -0.64683 0.0 0.0 -0.1
H -5.11234 0.63974 -2.02970 0.0 0.0 0.0
H -2.50859 1.28638 -1.46540 0.1 0.1 0.0
H -2.91174 -0.32343 -2.07404 0.0 -0.1 0.0
H -3.81801 -0.09391 1.68818 0.0 0.1 0.2
H -3.61277 -1.69785 0.99964 0.0 0.0 0.0
C -2.60371 -3.16640 -0.97921 0.0 0.2 -0.1
S -1.10305 -2.39634 -0.33082 -0.2 -1.0 -0.1
O -0.50502 -1.61604 -1.49120 0.2 0.1 0.7
C -0.26884 -3.97809 -0.15154 0.1 0.2 0.0
C 0.06637 -4.74875 -1.25424 0.0 -0.1 0.0
C 0.53398 -6.03861 -1.05341 0.1 0.1 0.0
C 0.67994 -6.53625 0.23808 0.0 0.1 0.0
C 0.37341 -5.74181 1.33496 0.0 -0.1 0.0
C -0.10464 -4.45201 1.14282 0.0 0.1 0.0
H -2.33830 -3.62906 -1.92980 -0.1 0.0 0.0
H -3.37298 -2.40984 -1.12519 0.1 0.0 0.0
H -2.93237 -3.91835 -0.25914 0.0 0.1 -0.1
H -0.03840 -4.33850 -2.25256 0.0 0.0 0.0
H 0.79316 -6.65642 -1.90415 0.0 0.0 0.0
H 1.04560 -7.54501 0.38710 0.0 0.0 0.0
H 0.50636 -6.12569 2.33989 0.0 0.0 -0.1
H -0.34934 -3.81449 1.98799 0.0 0.0 -0.1
```
Positions in Å, forces in eV/Å.

Computed properties:
E_tot in eV: -167755.250
Kohn-Sham gap (spin up / spin down) in eV: 6.525 / 6.695
2S+1: 4
E_LUMO (spin up / spin down) in eV: 0.2 / 0.2

***

No. 2
Here is C39H51BF4N2O2RhSSbSi as an isolated structure at a distorted geometry from the Open Molecules 2025 dataset. Energies are from ωB97M-V/def2-TZVPD.

XYZ file:
```
103
Properties=species:S:1:pos:R:3:forces:R:3
Rh 0.87956 0.02767 0.20219 0.6 -0.4 1.1
C -4.13077 -0.37552 -2.44663 0.0 0.0 0.0
C -3.23006 0.54855 -3.24847 0.0 0.0 0.0
N -2.22965 1.24543 -2.42262 -0.1 0.0 -0.1
C -2.49871 2.66288 -2.15531 0.0 -0.1 0.0
C -3.80043 2.88063 -1.40293 0.0 0.0 0.0
C -1.13402 0.60499 -2.03297 0.0 -0.1 0.1
S 0.08959 1.52788 -1.19580 0.3 0.2 -0.5
N -1.02823 -0.67054 -2.42706 0.1 0.1 0.0
C -0.16253 -1.55719 -1.98495 -0.3 0.1 -0.2
O 0.61412 -1.49951 -0.98654 0.3 -0.1 0.1
C -0.09980 -2.84589 -2.73028 -0.1 0.0 0.0
C -0.40537 -2.88929 -4.08680 0.0 0.0 0.0
C -0.30748 -4.08504 -4.78064 0.0 0.0 0.0
C 0.07095 -5.24452 -4.11616 0.0 0.0 0.0
C 0.35745 -5.20633 -2.75796 0.0 0.0 0.0
C 0.28236 -4.00783 -2.06687 0.0 0.0 0.1
H -4.86836 -0.83336 -3.10804 0.0 0.0 0.0
H -4.65954 0.15898 -1.65635 0.0 0.0 0.0
H -3.54500 -1.16652 -1.98326 0.0 0.0 0.0
H -3.81090 1.32873 -3.74034 0.0 0.0 0.0
H -2.69639 -0.01348 -4.01318 0.0 0.0 0.0
H -2.51068 3.18270 -3.11762 0.0 0.0 0.0
H -1.67692 3.07119 -1.57774 0.1 0.0 0.0
H -4.67077 2.57402 -1.98464 0.0 0.0 0.0
H -3.90716 3.94152 -1.17109 0.0 0.0 0.0
H -3.79495 2.32598 -0.46638 0.0 0.0 0.0
H -0.71222 -1.98050 -4.58674 0.0 0.0 0.0
H -0.53035 -4.11425 -5.83946 0.0 0.0 0.0
H 0.13908 -6.18008 -4.65659 0.0 0.0 0.0
H 0.64079 -6.11212 -2.23778 0.0 0.0 0.0
H 0.50640 -3.96465 -1.00667 0.0 0.0 -0.1
O -0.89039 -0.30276 0.91868 -0.5 0.1 -0.1
Si -1.99823 0.06229 2.05418 0.3 -0.1 -0.1
C -2.03924 1.83303 2.65954 0.0 0.1 0.0
C -2.36943 2.10834 3.98891 0.0 0.0 0.0
C -2.46350 3.41292 4.45403 0.0 0.0 0.0
C -2.22318 4.47544 3.59466 0.0 0.0 0.0
C -1.88628 4.22544 2.27079 0.0 0.0 0.0
C -1.79909 2.91833 1.81428 0.0 0.0 0.0
C -1.69421 -1.09028 3.50381 0.0 0.0 0.1
C -2.74046 -1.63166 4.25355 0.0 0.0 0.0
C -2.49440 -2.47243 5.33218 0.0 0.0 0.0
C -1.18906 -2.78958 5.67824 0.0 0.0 0.0
C -0.13312 -2.26336 4.94525 0.0 0.0 0.0
C -0.38754 -1.42307 3.87134 0.0 0.0 0.0
C -3.69244 -0.36226 1.36354 -0.1 0.0 0.0
C -3.91103 -1.64159 0.83827 0.0 0.0 0.0
C -5.16335 -2.03532 0.39285 0.0 0.0 0.0
C -6.23161 -1.14723 0.45714 0.0 0.0 0.0
C -6.03863 0.12674 0.97047 0.0 0.0 0.0
C -4.78011 0.51008 1.42423 0.0 0.0 0.0
H -2.53767 1.28877 4.67996 0.0 0.0 0.0
H -2.71079 3.60046 5.49177 0.0 0.0 0.0
H -2.28506 5.49416 3.95763 0.0 0.0 0.0
H -1.67742 5.05083 1.59989 0.0 0.0 0.0
H -1.50713 2.73593 0.78680 0.0 0.0 0.0
H -3.76727 -1.40272 3.98600 0.0 0.0 0.0
H -3.32122 -2.88210 5.89965 0.0 0.0 0.0
H -0.99370 -3.44518 6.51794 0.0 0.0 0.0
H 0.88857 -2.50206 5.21633 0.0 0.0 0.0
H 0.44918 -1.00260 3.32268 0.0 0.0 0.0
H -3.08356 -2.34331 0.78777 0.0 0.0 0.0
H -5.31066 -3.03266 -0.00419 0.0 0.0 0.0
H -7.21233 -1.45105 0.11116 0.0 0.0 0.0
H -6.86977 0.81949 1.02871 0.0 0.0 0.0
H -4.64422 1.50355 1.84003 0.0 0.0 0.0
C 3.32517 -0.16656 -3.13232 0.0 0.0 0.0
C 4.06576 -0.99733 -2.08656 0.0 0.0 0.0
C 3.79128 -2.48718 -2.25559 -0.1 0.0 0.0
Sb 3.55997 -0.20246 -0.14857 -0.5 0.2 -0.2
C 4.79085 1.54921 -0.31852 0.0 0.1 0.0
C 5.88547 1.66529 0.73274 0.0 0.0 0.1
C 3.90937 2.79345 -0.36621 0.0 0.0 0.0
C 4.45918 -1.71170 1.11648 -0.1 0.0 0.0
C 3.44239 -2.84891 1.24204 0.0 0.0 0.0
C 4.94723 -1.29339 2.49731 0.1 0.0 0.0
H 3.59952 -0.48424 -4.14258 0.0 0.0 0.0
H 3.54517 0.90090 -3.04788 0.0 0.0 0.0
H 2.24272 -0.28894 -3.02871 0.0 0.0 0.0
H 5.14188 -0.81261 -2.17323 0.0 0.0 -0.1
H 2.76099 -2.73509 -1.98662 0.1 0.0 0.0
H 4.46278 -3.10172 -1.65332 0.0 0.0 0.0
H 3.92697 -2.77854 -3.30203 0.0 0.0 0.0
H 5.25103 1.40505 -1.30141 0.0 0.0 0.0
H 5.45812 1.81198 1.72649 0.0 0.0 0.0
H 6.51539 2.53137 0.50933 0.0 0.0 0.0
H 6.53177 0.78593 0.75847 0.0 0.0 0.0
H 3.39781 2.95842 0.58297 0.0 0.0 0.0
H 3.15258 2.72907 -1.15226 0.0 0.0 0.0
H 4.52576 3.67463 -0.56814 0.0 0.0 0.0
H 5.31143 -2.04036 0.51347 0.0 -0.1 0.0
H 2.54922 -2.51289 1.77934 0.0 0.0 0.0
H 3.87430 -3.67204 1.81815 0.0 0.0 0.0
H 3.12351 -3.24669 0.27798 0.0 0.0 0.0
H 4.12361 -0.97328 3.12910 0.0 0.0 0.0
H 5.67311 -0.48330 2.46630 0.0 0.0 0.0
H 5.42412 -2.15649 2.97268 0.0 0.0 0.0
F 1.12695 1.59494 1.51304 -0.1 0.1 0.1
B 1.99910 1.78509 2.72535 0.1 0.0 0.0
F 3.05419 0.87501 2.51821 0.0 0.1 0.0
F 1.25014 1.47024 3.82148 0.0 0.0 -0.1
F 2.43882 3.08322 2.68093 0.0 -0.1 0.0
```
Positions in Å, forces in eV/Å.

Computed properties:
E_tot in eV: -88159.805
Kohn-Sham gap (spin up / spin down) in eV: 7.198 / 7.197
Relative energy (zero: lowest compared OMol25 entry of this formula, charge and spin) in kcal/mol: 0.1
E_LUMO (spin up / spin down) in eV: -1.3 / -1.3